# 1
The following is a DFT calculation (ωB97M-V with the def2-TZVPD basis set) of the ion C5H12NO with charge +1 in a non-equilibrium geometry.

Output
- SMILES = C=C[C@H](O)[NH+](C)C
- total charge = +1
- orbital gap (Ha) = 0.4180
- energy relative to the best compared isomer or geometry (same formula, charge and spin) (kcal per mole) = 46.5

CARTESIAN COORDINATES (ANGSTROEM)
O -0.846 -1.449 -1.163
N -0.330 0.186 0.579
C 0.237 -0.974 -0.490
C -1.149 -0.392 1.623
C -0.974 1.274 -0.119
C 1.428 -0.528 -1.264
C 2.634 -0.214 -0.784
H -1.909 0.953 -0.573
H -1.575 0.297 2.406
H 0.643 -1.871 0.236
H -0.500 -1.045 2.128
H 1.394 -0.489 -2.386
H 2.747 -0.181 0.264
H -1.933 -0.974 1.034
H -0.648 -1.532 -2.174
H 3.420 0.130 -1.531
H -0.399 1.712 -0.931
H -1.206 2.114 0.455
H 0.591 0.492 0.923


# 2
The following is a DFT calculation (ωB97M-V with the def2-TZVPD basis set) of a structure of composition C25H40N3O5SSiTl.

Output
- total charge = -2
- orbital gap (Ha) = 0.1473

CARTESIAN COORDINATES (ANGSTROEM)
Tl -0.661 4.033 0.056
S -1.734 6.190 -1.296
Si -1.824 0.519 0.252
O -2.273 6.130 0.096
O -1.976 4.823 -1.902
O -0.246 6.329 -1.200
O -2.343 7.248 -2.095
O 5.320 -0.099 -3.028
N 5.057 -1.393 -1.187
N 0.951 2.752 -1.898
N 3.601 0.341 -1.587
C 2.993 -2.112 -0.031
C -2.159 -2.323 -0.820
C 4.383 -2.014 -0.116
C -4.236 1.839 1.056
C 2.399 -2.742 1.052
C 1.069 3.201 -3.143
C 3.027 1.847 -3.500
C 2.110 2.784 -3.962
C -1.365 -1.015 -0.969
C 1.833 1.891 -1.444
C -1.525 -0.512 -2.412
C 3.150 -3.321 2.062
C 4.679 -0.343 -2.024
C 2.480 -4.003 3.227
C -1.252 -1.491 2.478
C 4.533 -3.253 1.948
C 2.864 1.373 -2.209
C -4.429 0.484 -0.970
C -1.098 -0.021 2.045
C -3.807 0.502 0.432
C -1.750 0.851 3.123
C 0.121 -1.370 -0.826
C 5.143 -2.607 0.882
C 0.397 0.334 2.073
C -4.445 -0.637 1.244
H 0.804 0.185 3.091
H 5.153 -3.701 2.718
H -5.516 0.654 -0.895
H -1.697 1.912 2.857
H 2.359 -1.730 -0.821
H 3.217 -4.377 3.939
H 3.292 0.134 -0.653
H 0.986 -0.287 1.390
H -1.120 -1.258 -3.120
H 2.199 3.174 -4.968
H -4.283 -0.471 -1.479
H 1.873 -4.847 2.893
H 6.225 -2.550 0.825
H 1.314 -2.786 1.097
H -2.568 -0.335 -2.678
H -4.116 -0.626 2.287
H 0.352 -1.817 0.145
H -2.041 -2.754 0.179
H 0.312 3.917 -3.457
H 1.678 1.547 -0.418
H -1.814 -3.078 -1.553
H 3.837 1.485 -4.115
H 5.985 -1.715 -1.392
H -3.916 1.943 2.094
H -0.733 -2.174 1.799
H -0.988 0.432 -2.552
H -2.303 -1.793 2.509
H 0.745 -0.477 -0.958
H 0.547 1.383 1.796
H 0.407 -2.100 -1.604
H -5.337 1.920 1.039
H -5.547 -0.542 1.250
H -1.223 0.714 4.084
H -3.828 2.685 0.496
H -4.200 -1.619 0.829
H -2.798 0.590 3.285
H -4.007 1.280 -1.595
H 1.816 -3.315 3.755
H -3.227 -2.171 -0.993
H -0.828 -1.650 3.489


# 3
The following is a DFT calculation (ωB97M-V with the def2-TZVPD basis set) of a structure of composition C19H23CrNO11P2S2.

Output
- 2S+1 = 5
- total charge = -2
- orbital gap (alpha / beta) (Ha) = 0.1502 / 0.2510
- energy relative to the best compared isomer or geometry (same formula, charge and spin) (kcal per mole) = 0.0

CARTESIAN COORDINATES (ANGSTROEM)
Cr 0.206 1.234 -0.428
S -0.936 1.878 1.902
S -1.654 -1.983 -2.991
P 2.581 3.036 0.766
P 3.189 1.061 -1.389
O -1.381 2.033 0.450
O 4.812 1.421 0.633
O 2.972 4.385 1.208
O -0.341 3.096 2.406
O -2.007 1.343 2.713
O 2.912 1.780 -2.759
O 1.413 2.836 -0.196
O 0.187 0.831 1.696
O 2.479 1.950 1.939
O 2.024 0.288 -0.882
O 4.430 0.111 -1.732
N -0.762 -0.481 -1.040
C -2.450 -3.010 2.919
C -0.689 0.727 -4.570
C -1.623 -2.025 3.749
C -0.058 3.058 -4.447
C -1.537 -1.729 0.935
C -2.220 -2.832 1.417
C -0.871 -0.520 -2.402
C -2.080 -4.435 3.352
C -2.754 -3.764 0.514
C -2.615 -3.587 -0.858
C -3.935 -2.761 3.221
C -1.392 -1.529 -0.446
C -1.947 -2.475 -1.331
C 3.960 2.231 -0.204
C 4.810 3.256 -0.933
C -0.096 1.733 -2.396
C 0.120 2.929 -3.051
C -0.547 0.614 -3.169
C -0.446 1.947 -5.186
H 0.441 3.790 -2.472
H 0.117 4.009 -4.937
H -1.050 -4.665 3.072
H -0.555 -2.139 3.549
H -3.039 -4.309 -1.548
H 4.992 0.105 -0.937
H 5.296 3.882 -0.185
H 4.258 1.207 1.404
H 1.950 1.991 -2.853
H -3.300 -4.628 0.876
H 1.570 1.534 1.986
H -1.889 -0.987 3.545
H 5.561 2.775 -1.564
H -1.001 -0.128 -5.161
H -2.728 -5.184 2.893
H -2.172 -4.532 4.438
H -4.195 -1.726 2.994
H -4.573 -3.413 2.620
H -0.564 2.030 -6.262
H 4.181 3.892 -1.555
H -1.114 -0.986 1.593
H -1.794 -2.218 4.813
H -4.148 -2.948 4.279


# 4
The following is a DFT calculation (ωB97M-V with the def2-TZVPD basis set) of a structure of composition C57H58GeN7O5S2Sn.

Output
- total charge = +1
- orbital gap (Ha) = 0.2398
- energy relative to the best compared isomer or geometry (same formula, charge and spin) (kcal per mole) = 13.5

CARTESIAN COORDINATES (ANGSTROEM)
Sn -0.418 -0.254 0.749
Ge 0.465 -3.571 1.424
S 1.921 1.589 0.930
S -1.138 2.495 0.565
O -2.106 -2.248 2.998
O 1.607 -1.578 -0.665
O -1.030 -2.724 0.550
O -0.723 0.418 -1.969
O -1.486 2.226 3.495
N -3.546 -1.347 -0.147
N 3.667 -1.751 -1.621
N 2.471 3.763 -0.445
N 1.750 -2.439 -2.768
N -0.179 4.302 -1.093
N -1.636 -0.011 2.857
N -2.587 -0.587 -0.432
C 3.685 2.005 -2.432
C -5.864 -5.404 0.931
C 5.579 3.471 -2.277
C -2.271 -4.752 0.275
C -1.450 6.310 -0.516
C -2.992 0.761 4.680
C -0.813 -6.521 4.901
C -1.217 8.784 0.747
C -7.009 -4.705 1.198
C 2.311 -1.906 -1.638
C 0.075 3.296 -0.232
C 3.976 -1.699 2.576
C -6.993 -3.300 1.151
C 4.400 2.977 -1.734
C -0.791 -7.005 3.600
C -4.508 2.078 -2.219
C 4.555 -2.136 -2.711
C -2.200 -3.345 0.416
C 0.008 -4.873 2.802
C -4.662 -4.726 0.635
C -2.302 -1.101 3.360
C 1.528 2.934 0.030
C -3.400 -2.616 0.334
C 1.297 -1.317 3.190
C -4.645 -3.318 0.580
C 2.999 -2.425 1.908
C -1.492 4.961 -1.201
C -3.449 -5.421 0.386
C -5.842 -2.621 0.836
C -0.379 -6.188 2.557
C -1.237 6.379 0.861
C -1.949 1.009 -2.095
C 4.141 1.542 -3.657
C -4.237 1.031 -1.353
C -1.546 7.486 -1.250
C 3.919 -3.187 -3.597
C 0.329 -2.744 -2.807
C -3.500 2.583 -3.028
C 1.650 -2.243 2.209
C -0.387 -5.225 5.162
C 2.522 -2.731 -3.966
C -1.434 8.721 -0.621
C 0.024 -4.410 4.120
C 2.270 -0.572 3.840
C 0.223 0.611 -3.012
C 3.613 -0.768 3.539
C -2.221 2.043 -2.974
C 0.895 4.901 -1.879
C 5.326 2.034 -4.191
C 3.901 3.464 -0.390
C 4.324 -1.148 -0.473
C -3.305 -0.706 4.427
C 6.046 2.995 -3.497
C -2.959 0.496 -1.273
C -1.120 7.610 1.487
C -1.960 1.114 3.612
C 2.124 5.052 -1.038
H -1.447 2.440 -3.619
H -7.898 -2.750 1.376
H -0.120 -2.490 -1.855
H -1.344 -5.289 0.120
H -5.505 2.496 -2.266
H -0.225 0.400 -3.986
H 0.259 -1.184 3.475
H 0.350 -3.400 4.333
H -0.354 -6.592 1.554
H -1.512 9.631 -1.204
H 5.473 -2.526 -2.269
H -7.922 -5.228 1.448
H -1.728 5.078 -2.260
H -1.130 9.745 1.238
H 3.864 -4.140 -3.067
H 6.970 3.384 -3.908
H 0.619 1.633 -3.014
H -5.833 -1.539 0.815
H -2.233 4.311 -0.751
H 4.994 -1.870 -0.001
H 1.155 -4.140 0.174
H -5.010 0.612 -0.723
H 5.684 1.674 -5.148
H -3.704 3.398 -3.710
H -2.549 0.931 5.660
H -3.184 -1.352 5.295
H 4.431 4.371 -0.095
H 4.517 -3.324 -4.496
H -0.955 7.655 2.557
H -0.171 -2.178 -3.599
H 4.374 -0.200 4.060
H 4.065 2.709 0.371
H 0.566 5.876 -2.232
H 1.997 -3.506 -4.523
H -3.465 -6.504 0.328
H -1.719 7.439 -2.321
H 2.956 5.385 -1.655
H 2.582 -1.845 -4.611
H 3.289 -3.145 1.147
H 6.139 4.235 -1.747
H 1.954 5.790 -0.249
H -5.859 -6.488 0.952
H -1.173 5.464 1.445
H 3.569 0.795 -4.197
H -1.154 -7.156 5.709
H 5.023 -1.870 2.352
H 2.771 1.606 -2.004
H 4.906 -0.277 -0.790
H 0.179 -3.811 -2.999
H -1.107 -8.021 3.395
H 1.116 4.267 -2.743
H 3.578 -0.838 0.247
H 1.034 -0.090 -2.817
H -0.387 -4.844 6.176
H 1.979 0.147 4.598
H -3.844 1.431 4.583
H 4.822 -1.252 -3.298
H -4.307 -0.875 4.030


# 5
The following is a DFT calculation (ωB97M-V with the def2-TZVPD basis set) of a cluster of 2 separate species, C7H12 in total.

Output
- SMILES = CC1=CC1.C=CC
- total charge = 0
- orbital gap (Ha) = 0.3747
- energy relative to the best compared isomer or geometry (same formula, charge and spin) (kcal per mole) = 70.8

CARTESIAN COORDINATES (ANGSTROEM)
C -0.300 -0.888 -2.163
C -0.725 0.397 1.438
C 1.142 -0.713 -1.783
C 1.618 0.322 -1.096
C -0.574 -1.074 1.436
C -1.388 1.484 1.209
C -0.078 1.664 1.919
H 1.829 -1.493 -2.114
H -1.365 -1.561 0.858
H -0.614 -1.445 2.467
H -2.272 1.984 0.844
H 2.674 0.413 -0.854
H -0.440 -0.741 -3.241
H 0.787 2.075 1.386
H -0.062 1.886 2.991
H 0.397 -1.357 1.016
H -0.654 -1.900 -1.931
H -0.936 -0.170 -1.633
H 0.961 1.118 -0.751


The calculated total energy results, record by record, are as follows: -327.385477 -2377.326666 -4144.228443 -6053.829571 -273.795805 hartree.